Molecular formula: C11H30N5O14P
Method: DFT, ωB97M-V/def2-TZVPD

Output
LUMO level (spin up / spin down): 0.0674 / 0.0674 hartree
E_HOMO (spin up / spin down): -0.9609 / -4.6227 eV
Kohn-Sham gap (spin up / spin down): 2.80 / 6.46 eV
Total energy: -2105.20420 Eh
Total charge: -1
2S+1: 2

```
61
C11H30N5O14P | the Open Molecules 2025 dataset | ωB97M-V/def2-TZVPD
C -1.130 -8.049 -1.674
C -1.345 -7.383 -0.337
O -1.280 -5.983 -0.416
P -1.995 -5.184 0.819
O -1.904 -5.823 2.159
O -3.467 -4.942 0.254
C -3.846 -4.607 -1.073
C -5.244 -5.257 -1.377
O -1.375 -3.679 0.667
C -1.551 -2.677 1.695
C -0.773 -1.461 1.286
H -0.226 -7.728 -2.191
H -1.247 -9.132 -1.636
H -1.836 -7.797 -2.465
H -2.229 -7.534 0.283
H -0.540 -7.664 0.342
H -3.845 -3.527 -1.219
H -3.327 -5.222 -1.807
H -6.085 -4.796 -0.858
H -5.575 -5.359 -2.411
H -5.173 -6.289 -1.035
H -2.613 -2.439 1.752
H -1.293 -3.099 2.666
H 0.302 -1.636 1.305
H -1.061 -1.081 0.306
H -1.063 -0.809 2.111
C 1.038 0.670 -3.947
N 2.394 0.304 -4.413
O 2.963 1.156 -5.113
O 2.969 -0.739 -4.146
H 1.062 0.645 -2.857
H 0.282 0.047 -4.425
H 0.804 1.687 -4.261
C 0.316 2.512 4.621
N 1.556 3.272 4.644
O 2.077 3.655 5.707
O 2.097 3.331 3.533
H 0.182 2.035 3.650
H -0.470 3.235 4.838
H 0.381 1.875 5.503
C 2.070 7.854 -0.208
N 0.611 7.606 -0.057
O 0.149 6.679 -0.724
O -0.019 8.424 0.612
H 2.552 7.106 0.421
H 2.306 8.851 0.164
H 2.229 7.717 -1.278
C 4.135 4.555 1.068
N 4.585 4.975 -0.323
O 5.198 4.131 -0.976
O 4.290 6.073 -0.747
H 5.057 4.442 1.638
H 3.744 3.538 1.020
H 3.361 5.159 1.539
C 0.559 3.129 -0.146
N -0.188 1.939 -0.605
O 0.378 0.915 -0.442
O -1.251 2.163 -1.177
H 1.471 3.164 -0.742
H 0.780 3.000 0.913
H 0.051 4.050 -0.434
```



Molecular formula: C9H14
Method: DFT, ωB97M-V/def2-TZVPD

Output
LUMO level: 0.0363 hartree
E_HOMO: -8.9720 eV
SMILES string: Cc1ccccc1.CC
Kohn-Sham gap: 9.96 eV
Total energy: -351.25055 Eh
Total charge: 0

```
23
C9H14 | the Open Molecules 2025 dataset | ωB97M-V/def2-TZVPD
C -0.703 3.290 1.219
C -0.107 4.282 0.259
H -0.193 2.292 1.239
H -0.528 3.606 2.279
H -1.757 2.910 1.254
H -0.785 4.812 -0.635
H 0.631 3.768 -0.307
H 0.308 5.263 0.711
C 1.374 -3.260 0.893
C -0.879 -0.765 -1.718
C -1.171 -0.789 -0.334
C 0.177 -1.651 -2.161
C -0.593 -1.711 0.509
C 0.816 -2.461 -1.243
C 0.437 -2.423 0.079
H -1.271 -0.206 -2.464
H -1.959 -0.098 0.060
H 0.518 -1.594 -3.178
H -0.941 -1.751 1.506
H 1.499 -3.155 -1.636
H 0.932 -4.131 1.490
H 1.937 -2.781 1.819
H 2.262 -3.449 0.359
```



Molecular formula: C55H37F6HfN7P
Method: DFT, ωB97M-V/def2-TZVPD

Output
LUMO level (spin up / spin down): -0.2554 / -0.2999 hartree
E_HOMO (spin up / spin down): -12.3809 / -12.9698 eV
Kohn-Sham gap (spin up / spin down): 5.43 / 4.81 eV
Total energy: -3489.86016 Eh
Total charge: +2
2S+1: 2

```
107
C55H37F6HfN7P | the Open Molecules 2025 dataset | ωB97M-V/def2-TZVPD
Hf 0.004 0.102 -0.157
C -1.172 -7.407 2.191
C -0.791 -6.471 3.144
C -0.598 -5.148 2.782
C -0.809 -4.747 1.461
C -1.202 -5.690 0.509
C -1.371 -7.018 0.873
C -0.624 -3.331 1.068
C -1.684 -2.672 0.483
C -3.008 -3.177 0.410
C -3.765 -2.241 -0.234
C -2.906 -1.158 -0.533
N -1.648 -1.394 -0.092
C -3.332 0.110 -1.110
C -2.897 1.284 -0.467
C -3.655 2.484 -0.332
C -2.905 3.349 0.401
C -1.666 2.701 0.674
C -0.570 3.334 1.274
C -0.713 4.772 1.631
C -0.747 5.176 2.963
C -0.872 6.522 3.274
C -0.954 7.467 2.260
C -0.918 7.066 0.930
C -0.803 5.721 0.613
C 0.662 2.712 1.545
N 0.961 1.390 1.310
C 2.264 1.209 1.734
C 2.913 -0.035 1.787
C 4.336 -0.107 2.190
C 5.254 -0.721 1.337
C 6.590 -0.797 1.693
C 7.017 -0.282 2.910
C 6.103 0.307 3.776
C 4.767 0.398 3.418
C 2.246 -1.254 1.565
C 2.781 -2.515 1.922
C 1.778 -3.434 1.762
C 0.640 -2.728 1.319
N 0.928 -1.394 1.164
C 2.798 2.455 2.172
C 1.799 3.376 2.083
N -1.701 1.403 0.203
C -4.190 0.179 -2.272
C -4.909 -0.934 -2.761
C -5.706 -0.825 -3.879
C -5.781 0.380 -4.576
C -5.018 1.466 -4.166
C -4.223 1.366 -3.045
H -1.312 -8.442 2.475
H -0.644 -6.773 4.174
H -0.305 -4.416 3.526
H -1.351 -5.383 -0.520
H -1.658 -7.747 0.127
H -3.345 -4.112 0.830
H -4.832 -2.265 -0.386
H -4.667 2.622 -0.677
H -3.173 4.339 0.734
H -0.686 4.436 3.755
H -0.910 6.833 4.310
H -1.048 8.516 2.505
H -0.982 7.801 0.138
H -0.777 5.401 -0.423
H 4.923 -1.103 0.378
H 7.302 -1.252 1.015
H 8.061 -0.345 3.189
H 6.429 0.692 4.734
H 4.051 0.838 4.103
H 3.780 -2.683 2.292
H 1.820 -4.495 1.953
H 3.801 2.621 2.529
H 1.841 4.422 2.347
H -4.838 -1.895 -2.278
H -6.261 -1.686 -4.225
H -6.406 0.457 -5.456
H -5.016 2.379 -4.746
H -3.568 2.187 -2.799
C 2.725 -2.664 -2.420
C 1.781 -2.019 -1.660
N 1.902 -0.723 -1.316
C 2.961 -0.035 -1.750
C 3.947 -0.585 -2.559
C 3.813 -1.935 -2.876
C 4.997 0.202 -3.241
C 5.476 1.430 -3.048
C 5.265 2.382 -1.937
C 5.426 3.744 -2.153
C 5.241 4.590 -1.073
N 4.962 4.133 0.147
C 4.860 2.810 0.253
N 4.967 1.909 -0.720
H 2.599 -3.707 -2.670
H 0.888 -2.537 -1.331
H 3.015 1.002 -1.454
H 4.553 -2.408 -3.512
H 5.370 -0.305 -4.126
H 6.157 1.797 -3.810
H 5.682 4.130 -3.132
H 5.326 5.666 -1.182
H 4.681 2.416 1.249
F 0.763 1.720 -1.474
P -0.069 1.619 -3.056
F -1.229 2.433 -2.357
F -0.703 0.156 -2.235
F -0.958 1.326 -4.300
F 1.091 0.696 -3.563
F 0.647 2.915 -3.535
```



Molecular formula: C10H24F3KO10P2
Method: DFT, ωB97M-V/def2-TZVPD

Output
LUMO level: -0.0002 hartree
E_HOMO: -6.8202 eV
Kohn-Sham gap: 6.81 eV
Total energy: -2730.29946 Eh
Total charge: 0

```
50
C10H24F3KO10P2 | the Open Molecules 2025 dataset | ωB97M-V/def2-TZVPD
K -1.594 -1.599 1.176
C 1.494 -2.667 2.119
O 0.774 -3.494 1.170
O 0.669 -1.960 2.797
C 2.450 -3.522 2.965
F 3.020 -2.804 3.921
F 1.869 -4.588 3.560
F 3.468 -4.034 2.219
C 1.472 -4.202 0.174
C 0.445 -4.794 -0.787
H 0.234 -4.118 -1.618
H 0.845 -5.692 -1.270
H -0.454 -5.079 -0.247
H 2.067 -5.002 0.628
H 2.185 -3.550 -0.350
H 2.205 -2.024 1.516
C -3.261 3.767 2.935
O -2.772 2.521 2.456
P -1.779 2.463 1.235
O -1.482 1.100 0.831
O -2.470 3.379 0.167
C -1.883 3.654 -1.105
O -0.549 3.350 1.645
C 0.262 2.989 2.775
H -3.017 3.870 3.995
H -4.351 3.780 2.873
H -2.875 4.625 2.390
H -2.612 3.426 -1.879
H -0.961 3.099 -1.281
H -1.651 4.719 -1.167
H -0.060 3.562 3.647
H 1.288 3.255 2.542
H 0.184 1.928 3.014
C -2.045 0.606 -3.268
O -0.827 -0.101 -3.498
P 0.097 -0.500 -2.296
O -0.490 -1.387 -1.295
O 0.556 0.906 -1.757
C 1.435 0.955 -0.610
O 1.337 -1.132 -2.998
C 2.086 -0.400 -3.970
H -1.975 1.583 -3.746
H -2.227 0.746 -2.202
H -2.853 0.041 -3.725
H 1.527 -0.017 -0.128
H 1.003 1.649 0.108
H 2.391 1.355 -0.941
H 2.230 -1.036 -4.842
H 3.047 -0.110 -3.553
H 1.551 0.484 -4.324
```



Molecular formula: C11H6ClN5O
Method: DFT, ωB97M-V/def2-TZVPD

Output
LUMO level: -0.0128 hartree
E_HOMO: -9.3000 eV
Kohn-Sham gap: 8.95 eV
Total energy: -1231.97138 Eh
Total charge: 0

```
24
C11H6ClN5O | the Open Molecules 2025 dataset | ωB97M-V/def2-TZVPD
N -2.493 -4.574 2.307
O 2.921 -1.844 -0.586
Cl 0.689 4.306 -3.298
C -1.928 -3.572 2.471
N 0.423 -2.075 1.368
N -1.343 -0.723 0.984
C 1.920 -1.155 -0.518
C 0.728 -1.276 0.435
C -0.772 -1.571 1.729
C -0.604 3.170 -1.124
C 1.199 1.919 -2.166
C -0.854 1.963 -0.379
C 0.415 3.080 -2.067
C 0.955 0.843 -1.358
C -0.081 0.833 -0.460
N 1.873 -0.204 -1.509
N -0.300 -0.357 0.248
C -1.438 -2.295 2.895
H -1.304 3.942 -1.122
H 1.955 1.825 -2.964
H -1.712 2.002 0.232
H 2.738 -0.002 -2.047
H -2.351 -1.845 3.249
H -0.639 -2.388 3.680
```



Molecular formula: C3H5NS
Method: DFT, ωB97M-V/def2-TZVPD

Output
LUMO level: 0.0005 hartree
E_HOMO: -8.6877 eV
Kohn-Sham gap: 8.70 eV
Total energy: -570.11359 Eh
Total charge: 0

```
10
C3H5NS | the Open Molecules 2025 dataset | ωB97M-V/def2-TZVPD
C 0.111 0.356 -1.573
C 0.342 0.432 1.040
C -0.707 -0.735 0.694
H -0.858 0.171 -2.219
H 1.277 0.000 1.281
H -0.062 1.133 1.675
H 0.251 -1.654 0.520
H -1.799 -0.806 0.872
N -0.238 0.379 -0.200
S 1.682 0.725 -2.089
```